1.
The following is a DFT calculation (ωB97M-V/def2-TZVPD) of a 10-piece molecular cluster, H20O10 overall.

Structure (SMILES): O.O.O.O.O.O.O.O.O.O
Total charge: 0
Relative energy (zero: lowest compared OMol25 entry of this formula, charge and spin): 628.3 kJ/mol

```
30
H20O10 ωB97M-V/def2-TZVPD
O 0.49 0.15 -0.66
H -0.42 -0.15 -0.62
H 0.95 -0.42 -0.04
O -2.16 -1.26 0.37
H -1.44 -1.89 0.48
H -2.94 -1.82 0.26
O 2.44 -0.58 0.77
H 2.96 -1.17 1.33
H 3.03 0.17 0.61
O 4.90 -1.71 -1.33
H 5.06 -2.63 -1.57
H 5.78 -1.38 -1.09
O -0.14 1.26 1.02
H -0.04 2.02 1.60
H -0.82 0.73 1.45
O -1.90 1.42 0.03
H -1.66 1.56 -0.89
H -2.83 1.65 0.07
O 4.17 2.08 -0.22
H 4.18 3.03 -0.34
H 3.31 1.89 0.17
O -3.06 3.42 -0.64
H -2.70 3.97 -1.34
H -2.38 3.44 0.05
O -3.38 -2.56 -2.80
H -3.47 -3.38 -2.30
H -3.45 -1.87 -2.13
O -1.50 -2.19 3.25
H -1.29 -2.11 2.31
H -0.73 -1.81 3.70
```

***

2.
The following is a DFT calculation (ωB97M-V/def2-TZVPD) of a 10-piece molecular cluster, H20O10 overall.

Structure (SMILES): O.O.O.O.O.O.O.O.O.O
Total charge: 0
Relative energy (zero: lowest compared OMol25 entry of this formula, charge and spin): 319.7 kJ/mol

```
30
H20O10 ωB97M-V/def2-TZVPD
O -0.90 0.30 3.35
H -1.01 0.91 4.09
H -0.99 -0.57 3.74
O 0.53 -2.66 -0.72
H 0.49 -3.33 -1.41
H 0.52 -1.89 -1.32
O 0.14 2.70 -0.99
H -0.22 3.23 -0.26
H -0.29 1.88 -0.74
O 2.46 -1.82 1.38
H 2.23 -2.56 0.82
H 2.60 -1.12 0.72
O 3.78 -0.26 -1.22
H 3.95 0.68 -1.23
H 3.02 -0.48 -1.77
O -2.54 -2.52 -1.60
H -1.90 -1.90 -1.29
H -3.32 -2.02 -1.84
O -0.73 0.40 0.75
H -1.07 0.67 1.66
H -0.87 -0.50 1.08
O -3.38 0.12 -0.62
H -2.56 0.23 -0.13
H -3.32 0.44 -1.51
O -0.09 3.06 1.62
H 0.17 2.24 2.04
H -0.72 3.61 2.09
O 0.89 0.47 -2.14
H 1.04 1.43 -1.98
H 0.53 0.19 -1.29
```

***

3.
The following is a DFT calculation (ωB97M-V/def2-TZVPD) of H20O10 as an isolated structure.

Total charge: 0
Relative energy (zero: lowest compared OMol25 entry of this formula, charge and spin): 1037.9 kJ/mol

```
30
H20O10 ωB97M-V/def2-TZVPD
H 0.95 0.23 -1.51
H -0.52 0.66 -1.57
H 4.21 -2.24 -0.48
H 4.87 -3.05 -1.55
H -2.11 -1.66 -0.30
H -2.68 -2.65 0.91
H 2.50 1.17 0.74
H 2.27 1.80 -0.67
H -0.16 -2.45 0.59
H 0.75 -2.97 1.67
H -4.73 -1.91 -1.41
H -3.42 -1.05 -1.53
H 2.77 -0.88 1.65
H 4.17 -0.65 0.99
H -0.47 1.37 0.91
H -1.42 1.29 1.99
H -3.60 0.64 0.00
H -4.70 1.68 0.00
H -0.34 5.25 -0.19
H 1.13 5.62 -0.24
O 0.28 0.77 -1.10
O 4.69 -2.12 -1.37
O -2.87 -2.03 0.22
O 2.59 0.98 -0.17
O 0.00 -3.25 1.08
O -3.84 -1.85 -1.11
O 3.30 -0.22 1.04
O -0.48 1.08 1.79
O -3.66 1.59 -0.09
O 0.52 4.84 -0.30
```

***

4.
The following is a DFT calculation (ωB97M-V/def2-TZVPD) of a 10-piece molecular cluster, H20O10 overall.

Structure (SMILES): O.O.O.O.O.O.O.O.O.O
Total charge: 0
Relative energy (zero: lowest compared OMol25 entry of this formula, charge and spin): 198.9 kJ/mol

```
30
H20O10 ωB97M-V/def2-TZVPD
O 3.46 -9.98 4.88
H 4.24 -9.56 4.47
H 3.96 -10.50 5.55
O 8.83 -7.23 2.82
H 8.50 -6.33 2.92
H 9.79 -7.14 2.93
O 7.06 -5.40 4.08
H 6.51 -5.54 3.26
H 6.83 -6.10 4.70
O 5.21 -7.97 3.19
H 4.27 -7.84 3.04
H 5.58 -8.64 2.60
O 5.68 -5.39 1.85
H 5.59 -4.78 1.11
H 4.97 -6.04 1.71
O 3.60 -6.59 0.66
H 2.66 -6.70 0.85
H 3.88 -7.51 0.54
O 6.01 -10.98 6.02
H 6.66 -10.44 5.52
H 5.95 -11.85 5.59
O 7.54 -9.50 3.94
H 8.16 -10.15 3.59
H 8.07 -8.71 3.76
O 3.90 -12.00 2.75
H 4.77 -11.86 3.11
H 3.42 -11.34 3.28
O 2.27 -9.17 1.89
H 2.74 -10.00 1.73
H 1.62 -9.37 2.59
```

***

5.
The following is a DFT calculation (ωB97M-V/def2-TZVPD) of H20O18SV2 as an isolated structure.

Expectation value of S²: 0.759
2S+1: 2
Total charge: +1
Relative energy (zero: lowest compared OMol25 entry of this formula, charge and spin): 116.2 kJ/mol

```
41
H20O18SV2 ωB97M-V/def2-TZVPD
O 1.20 0.43 -3.65
V 0.56 -0.44 -2.51
O 0.06 -1.80 -3.24
O 1.76 0.52 4.01
V 1.12 -0.78 3.35
O 2.31 -1.84 3.00
S 0.10 0.29 0.20
O 1.02 0.82 -0.77
O 0.75 -0.10 1.42
O -0.94 1.24 0.47
O -0.42 -0.82 -0.61
O -3.20 0.60 -0.95
H -2.60 0.66 -0.21
H -4.03 0.94 -0.62
O 2.34 3.09 -0.36
H 1.64 2.47 -0.57
H 2.80 3.23 -1.19
O -1.38 0.52 -2.96
H -1.34 1.39 -3.37
H -2.21 0.52 -2.48
O -2.97 -2.18 -1.14
H -3.38 -1.31 -1.14
H -2.03 -2.00 -1.05
O 0.11 -3.25 -0.09
H -0.11 -2.37 -0.41
H 1.05 -3.34 -0.24
O -1.20 3.47 -0.66
H -1.10 2.68 -0.13
H -0.99 3.19 -1.55
O 2.90 -2.44 0.50
H 3.39 -1.63 0.67
H 2.39 -2.58 1.30
O -1.63 2.65 2.62
H -1.51 2.13 1.83
H -2.42 3.16 2.46
O 3.56 0.19 0.37
H 2.91 0.38 -0.31
H 3.30 0.74 1.11
O -0.44 -2.47 2.43
H -0.32 -2.87 1.57
H -1.01 -3.09 2.90
```

***

6.
The following is a DFT calculation (ωB97M-V/def2-TZVPD) of a 11-piece molecular cluster, H21O11 overall.

Total charge: -1
Relative energy (zero: lowest compared OMol25 entry of this formula, charge and spin): 585.2 kJ/mol

```
32
H21O11 ωB97M-V/def2-TZVPD
O -0.24 0.61 0.09
H 0.02 0.46 -0.74
O -2.31 0.45 -1.74
H -2.09 1.28 -1.88
H -1.91 0.34 -0.83
O 2.38 0.42 1.56
H 1.98 0.01 2.33
H 1.75 0.68 0.95
O -2.86 0.32 0.67
H -2.59 -0.07 1.69
H -1.94 0.27 0.39
O -0.54 1.47 2.55
H -0.51 1.40 1.58
H 0.27 2.02 2.56
O 3.18 -0.10 -1.30
H 3.50 0.76 -1.10
H 2.29 -0.02 -1.88
O 0.63 -1.10 3.18
H 0.28 -0.30 2.84
H 0.42 -1.75 2.56
O 0.24 -3.17 -1.43
H 0.12 -2.31 -1.89
H 0.45 -3.54 -2.30
O -0.45 3.28 0.18
H -0.35 2.44 -0.11
H 0.10 3.30 0.98
O -0.48 -2.20 0.38
H -0.41 -1.43 0.10
H -0.49 -2.61 -0.46
O 0.17 -0.31 -2.71
H 0.00 -0.73 -3.75
H -0.60 0.11 -2.47
```

***

7.
The following is a DFT calculation (ωB97M-V/def2-TZVPD) of a 11-piece molecular cluster, H21O11 overall.

Total charge: -1
Relative energy (zero: lowest compared OMol25 entry of this formula, charge and spin): 389.0 kJ/mol

```
32
H21O11 ωB97M-V/def2-TZVPD
O -0.63 2.61 -0.02
H 0.02 1.91 0.45
H 0.96 0.20 -1.64
O 0.89 -0.04 -2.56
H -0.27 1.27 -3.71
H 1.37 -2.33 0.76
O -3.55 0.53 0.58
H -1.79 1.37 -4.17
H 1.98 1.28 3.44
O 0.14 0.35 1.24
H 0.70 -0.41 1.53
H -0.97 -0.26 2.08
O 2.96 -1.62 0.01
H 2.01 0.31 0.63
H -1.35 1.93 -0.01
O 1.67 1.73 2.74
H 1.01 1.18 2.06
H 0.45 -3.15 1.79
O 1.17 -3.21 1.18
H -2.90 0.84 -0.04
O -0.94 1.69 -4.36
H -3.07 -0.22 1.02
H -3.52 -1.16 -1.52
O -3.56 -0.74 -2.34
H -4.22 -1.46 -2.64
H 1.80 -0.06 -2.67
O 2.86 0.36 1.08
H 3.77 -1.08 0.08
H 3.01 1.34 1.17
O -1.08 -1.34 2.22
H 3.31 -2.44 0.37
H -1.67 -1.58 2.88
```

***

8.
The following is a DFT calculation (ωB97M-V/def2-TZVPD) of H21O11 as an isolated structure.

Total charge: -1
Relative energy (zero: lowest compared OMol25 entry of this formula, charge and spin): 421.6 kJ/mol

```
32
H21O11 ωB97M-V/def2-TZVPD
O 3.25 -1.83 -0.29
H 3.06 -0.95 0.11
H 2.68 -2.55 -0.17
O 1.56 0.90 -1.47
H 0.72 1.17 -1.08
H 1.36 0.22 -2.18
O 0.97 -2.64 -1.73
H 0.19 4.47 2.11
H -0.96 -3.45 -0.14
O -1.07 2.07 -0.61
H -1.40 1.95 -1.55
H -2.47 1.32 -0.17
O -2.96 0.70 -2.68
H 3.31 1.69 1.54
H -1.54 -0.66 -0.50
O -0.68 -4.29 -0.66
H 0.14 -4.07 -1.22
H -1.05 0.71 -0.29
O -0.73 -0.45 -0.07
H 1.89 -2.35 -1.52
O 0.02 3.61 2.19
H 0.32 -2.13 -1.13
H 0.23 3.15 1.32
O -0.47 -1.90 3.10
H -0.86 -2.27 3.82
H -1.17 -1.87 2.55
O 3.58 2.62 1.78
H -2.79 0.07 -2.10
H 2.74 3.06 1.41
O -3.22 1.30 0.54
H -3.77 1.18 -2.49
H -2.54 0.66 0.96
```

***

9.
The following is a DFT calculation (ωB97M-V/def2-TZVPD) of H22NeO11 as an isolated structure.

Total charge: 0
Relative energy (zero: lowest compared OMol25 entry of this formula, charge and spin): 78.1 kJ/mol

```
34
H22NeO11 ωB97M-V/def2-TZVPD
Ne 0.03 -0.11 -0.90
O 2.92 2.02 0.46
H 2.41 1.98 1.27
H 3.20 2.93 0.39
O 2.00 -1.23 -3.35
H 1.84 -0.43 -2.85
H 1.86 -1.94 -2.72
O -2.20 2.58 0.70
H -1.87 3.34 1.18
H -3.15 2.73 0.65
O -0.31 2.65 -1.35
H 0.01 3.50 -1.06
H -0.82 2.31 -0.62
O 0.10 -1.24 2.86
H 0.10 -2.12 2.49
H 0.52 -1.33 3.71
O -0.18 -3.84 1.45
H 0.05 -3.63 0.54
H -1.14 -3.83 1.46
O 1.73 1.07 2.79
H 1.15 1.79 3.03
H 1.14 0.33 2.64
O -2.76 0.06 1.48
H -2.21 0.79 1.19
H -2.17 -0.51 1.97
O -2.18 -1.17 -2.27
H -2.44 -0.36 -2.71
H -2.61 -1.13 -1.42
O 0.16 -3.13 -1.96
H -0.20 -3.97 -1.67
H -0.61 -2.62 -2.22
O 2.03 1.34 -2.04
H 2.42 1.40 -1.17
H 1.18 1.78 -1.95
```

***

10.
The following is a DFT calculation (ωB97M-V/def2-TZVPD) of a 11-piece molecular cluster, H22O11 overall.

Expectation value of S²: 0.751
2S+1: 2
Total charge: -1
Relative energy (zero: lowest compared OMol25 entry of this formula, charge and spin): 90.9 kJ/mol

```
33
H22O11 ωB97M-V/def2-TZVPD
O -0.12 1.42 -1.60
H -0.09 1.34 -2.56
H -0.79 0.70 -1.41
O -1.21 0.48 3.98
H -1.23 1.44 3.97
H -0.97 0.09 3.14
O -0.60 -0.43 -3.36
H -0.08 -1.26 -3.22
H -0.82 -0.52 -4.32
O -2.57 -0.36 -0.52
H -1.83 -0.75 -0.01
H -3.08 0.22 0.04
O 0.82 -2.59 -3.53
H 0.08 -3.11 -3.84
H 0.90 -2.87 -2.58
O 1.20 -3.02 -0.96
H 1.27 -3.88 -0.53
H 2.00 -2.47 -1.08
O 3.31 -1.54 -1.62
H 2.79 -1.41 -2.45
H 3.62 -0.62 -1.54
O -0.93 -2.16 0.87
H -0.05 -2.36 0.50
H -1.46 -2.67 0.22
O 1.26 2.23 4.51
H 0.37 2.40 4.09
H 1.16 1.30 4.74
O -0.39 3.42 0.36
H 0.28 4.08 0.21
H -0.42 2.64 -0.21
O -0.80 3.15 3.09
H -1.02 4.00 3.47
H -0.60 3.10 2.14
```

***

11.
The following is a DFT calculation (ωB97M-V/def2-TZVPD) of a 11-piece molecular cluster, H22O11 overall.

Structure (SMILES): O.O.O.O.O.O.O.O.O.O.O
Total charge: 0
Relative energy (zero: lowest compared OMol25 entry of this formula, charge and spin): 195.6 kJ/mol

```
33
H22O11 ωB97M-V/def2-TZVPD
O 16.92 13.84 -1.72
H 16.35 13.48 -2.40
H 16.67 14.77 -1.66
O 19.44 20.68 -6.02
H 19.35 19.86 -5.53
H 19.52 20.41 -6.93
O 17.18 16.74 0.55
H 16.57 16.84 1.28
H 16.64 16.37 -0.15
O 19.29 15.47 -2.23
H 19.10 14.65 -1.76
H 19.15 15.25 -3.15
O 19.87 16.17 0.26
H 19.77 16.16 -0.69
H 19.00 16.41 0.58
O 20.59 18.62 -4.53
H 21.14 17.91 -4.88
H 20.93 19.41 -4.95
O 21.51 17.26 -1.73
H 20.77 16.68 -1.92
H 22.21 16.94 -2.29
O 15.58 16.31 -1.76
H 14.83 16.53 -1.19
H 15.18 16.08 -2.60
O 19.92 19.87 -1.31
H 19.17 19.40 -1.67
H 20.63 19.70 -1.93
O 18.22 18.17 -2.77
H 18.04 17.26 -2.56
H 19.07 18.15 -3.22
O 16.05 20.03 -1.99
H 16.28 20.87 -2.39
H 16.78 19.45 -2.20
```

***

12.
The following is a DFT calculation (ωB97M-V/def2-TZVPD) of H22O11 as an isolated structure.

Total charge: 0
Relative energy (zero: lowest compared OMol25 entry of this formula, charge and spin): 1329.7 kJ/mol

```
33
H22O11 ωB97M-V/def2-TZVPD
O 28.76 -11.74 2.58
H 28.46 -12.22 3.35
H 29.00 -10.88 2.91
O 31.32 -8.55 6.69
H 30.83 -8.95 5.97
H 30.68 -8.41 7.38
O 30.80 -12.40 2.05
H 30.98 -12.09 1.16
H 29.88 -12.68 2.02
O 29.77 -12.85 4.48
H 28.87 -13.14 4.62
H 30.26 -13.25 5.20
O 29.69 -9.18 2.05
H 30.34 -8.50 2.24
H 29.76 -9.79 2.78
O 30.07 -11.21 5.92
H 30.86 -11.31 6.44
H 29.99 -12.04 5.45
O 30.26 -10.29 3.94
H 30.14 -10.47 4.87
H 30.53 -11.13 3.57
O 32.64 -10.40 2.24
H 32.24 -11.08 2.78
H 32.04 -9.65 2.31
O 31.93 -11.76 3.63
H 32.16 -12.46 4.25
H 31.25 -12.14 3.08
O 31.78 -8.44 2.53
H 31.47 -8.71 3.40
H 32.15 -7.57 2.66
O 29.37 -8.40 5.66
H 28.59 -7.90 5.41
H 29.12 -9.32 5.53
```

***

13.
The following is a DFT calculation (ωB97M-V/def2-TZVPD) of a 11-piece molecular cluster, H22O11 overall.

Structure (SMILES): O.O.O.O.O.O.O.O.O.O.O
Total charge: 0
Relative energy (zero: lowest compared OMol25 entry of this formula, charge and spin): 917.1 kJ/mol

```
33
H22O11 ωB97M-V/def2-TZVPD
O -0.25 -0.56 -0.38
H -0.01 -0.98 0.45
H 0.17 0.31 -0.32
O -3.94 -2.46 2.97
H -3.25 -1.82 2.93
H -4.28 -2.47 2.07
O -1.18 1.01 0.68
H -1.29 1.76 0.18
H -1.96 0.40 0.70
O 2.09 -1.44 2.62
H 2.36 -2.26 2.87
H 1.14 -1.43 2.41
O -0.31 -0.15 -2.95
H 0.13 0.08 -3.71
H -1.25 -0.34 -3.07
O 0.75 -1.88 -2.41
H 0.00 -2.43 -2.25
H 0.62 -1.64 -3.35
O -4.05 0.36 -1.42
H -3.38 0.24 -2.02
H -3.61 0.05 -0.60
O 3.01 1.02 -2.84
H 2.37 0.77 -3.50
H 3.03 2.00 -3.15
O 1.99 -0.76 -1.48
H 2.40 -0.94 -0.67
H 2.71 -0.68 -2.21
O 1.05 1.25 4.11
H 1.97 1.26 4.04
H 0.68 2.16 3.82
O 0.44 2.95 2.17
H 1.11 3.03 1.47
H 0.70 3.59 2.84
```

***

14.
The following is a DFT calculation (ωB97M-V/def2-TZVPD) of a 11-piece molecular cluster, H22O11 overall.

Structure (SMILES): O.O.O.O.O.O.O.O.O.O.O
Total charge: 0
Relative energy (zero: lowest compared OMol25 entry of this formula, charge and spin): 146.0 kJ/mol

```
33
H22O11 ωB97M-V/def2-TZVPD
O 1.68 -2.88 -0.83
H 1.66 -3.70 -1.33
H 1.08 -2.29 -1.30
O 0.37 3.22 0.49
H 1.00 3.17 -0.23
H 0.89 3.56 1.24
O -1.79 -2.59 -1.91
H -2.57 -2.87 -2.40
H -1.90 -1.62 -1.81
O -2.41 2.75 0.84
H -1.54 3.05 0.54
H -2.26 1.94 1.37
O 2.22 1.25 -0.55
H 3.14 1.22 -0.84
H 1.73 0.66 -1.13
O 0.73 -2.99 2.07
H 0.54 -2.51 1.26
H -0.02 -3.58 2.19
O -2.45 0.19 -1.47
H -1.53 0.44 -1.57
H -2.93 0.79 -2.06
O -1.40 0.72 2.59
H -1.03 1.01 3.43
H -1.06 -0.17 2.44
O -0.11 -0.29 0.48
H 0.09 -0.63 -0.41
H 0.05 0.66 0.45
O 0.46 -0.44 -2.33
H 0.15 0.36 -2.78
H 0.41 -1.14 -3.00
O 2.57 1.12 2.30
H 1.95 0.65 2.86
H 2.27 0.95 1.39
```

***

15.
The following is a DFT calculation (ωB97M-V/def2-TZVPD) of a 11-piece molecular cluster, H22O11 overall.

Structure (SMILES): O.O.O.O.O.O.O.O.O.O.O
Total charge: 0
Relative energy (zero: lowest compared OMol25 entry of this formula, charge and spin): 385.1 kJ/mol

```
33
H22O11 ωB97M-V/def2-TZVPD
O 0.31 -0.13 -0.39
H 0.20 0.83 -0.42
H -0.58 -0.47 -0.57
O 2.81 3.69 -0.43
H 3.56 3.93 -0.98
H 2.99 4.11 0.41
O -4.28 -1.05 -1.21
H -4.65 -0.67 -2.01
H -5.03 -1.50 -0.79
O 0.76 -2.82 -0.13
H 1.52 -2.39 -0.53
H 1.03 -3.74 -0.02
O 3.11 -2.23 1.45
H 3.51 -3.04 1.09
H 2.19 -2.29 1.19
O -3.63 3.00 -0.57
H -2.78 3.21 -0.17
H -3.48 2.15 -1.00
O 3.34 -1.85 -2.36
H 3.10 -0.95 -2.63
H 3.18 -1.86 -1.41
O 1.45 2.58 -1.52
H 1.34 1.87 -2.16
H 0.55 2.79 -1.24
O -2.29 -2.22 -0.17
H -1.88 -2.74 0.53
H -1.89 -1.34 -0.07
O -2.62 -0.08 1.79
H -3.40 -0.31 2.30
H -1.89 -0.45 2.30
O 1.18 1.31 3.63
H 0.43 1.03 3.10
H 1.81 1.65 2.98
```

***

Number 1: energy -20796.1010 eV. Number 2: energy -20799.2996 eV. Number 3: energy -20791.8557 eV. Number 4: energy -20800.5508 eV. Number 5: energy -99379.9748 eV. Number 6: energy -22860.8687 eV. Number 7: energy -22862.9027 eV. Number 8: energy -22862.5641 eV. Number 9: energy -26389.1460 eV. Number 10: energy -22879.8229 eV. Number 11: energy -22879.4862 eV. Number 12: energy -22867.7329 eV. Number 13: energy -22872.0092 eV. Number 14: energy -22880.0010 eV. Number 15: energy -22877.5227 eV.